Computed, not measured: one molecule with the formula C4H5NO in a non-equilibrium geometry, with ωB97M-V/def2-TZVPD.

The geometry in ORCA input format:
```
! wB97M-V def2-TZVPD RIJCOSX def2/J DEFGRID3
* xyz 0 1
C 0.67093 -1.25850 -0.36390
C 0.26694 0.22370 -0.57885
C -0.15632 0.72679 0.71283
O 0.47139 0.51793 1.73106
C -1.47175 1.33535 0.60199
N -2.59670 1.55053 0.46231
H 0.15905 -1.60049 0.55299
H 1.72276 -1.33221 -0.13989
H 0.40716 -1.95193 -1.18066
H -0.27373 0.42334 -1.50638
H 0.80026 1.36549 -0.29149
*
```

Summary:
E_HOMO: -10.62 eV
Structure (SMILES): CCC(=O)C#N
HOMO-LUMO gap: 10.51 eV

=====

Computed, not measured: one molecule with the formula C4H5NO in a non-equilibrium geometry, with ωB97M-V/def2-TZVPD.

The geometry in ORCA input format:
```
! wB97M-V def2-TZVPD RIJCOSX def2/J DEFGRID3
* xyz 0 1
C 1.24094 -0.90996 0.21099
C 0.38261 0.37055 -0.59235
C -0.84628 0.36928 0.26551
O -0.81927 -0.19428 1.33273
C -2.17412 0.90747 -0.12858
N -3.26306 1.26627 -0.30051
H 1.34701 -0.84176 1.33488
H 2.25556 -0.89407 -0.16775
H 0.76206 -1.89713 0.10132
H 0.06267 0.61435 -1.67459
H 1.05187 1.20928 -0.38166
*
```

Summary:
E_HOMO: -10.95 eV
Structure (SMILES): CCC(=O)C#N
HOMO-LUMO gap: 10.62 eV

=====

Computed, not measured: one molecule with the formula C4H5NO in a non-equilibrium geometry, with ωB97M-V/def2-TZVPD.

The geometry in ORCA input format:
```
! wB97M-V def2-TZVPD RIJCOSX def2/J DEFGRID3
* xyz 0 1
N 2.56726 -0.14322 0.54646
C 1.91326 0.30980 -0.31966
C 0.69871 -0.73237 -0.17336
C -0.42106 -0.00575 0.50831
C -1.29396 0.84651 -0.28522
O -1.70574 -0.45526 0.12692
H 0.95029 -1.64800 0.38139
H 0.48151 -1.00042 -1.19819
H -0.28510 0.19914 1.57273
H -1.82235 1.66900 0.18844
H -1.08283 0.96056 -1.34783
*
```

Summary:
E_HOMO: -10.84 eV
Structure (SMILES): N#CC[C@H]1CO1
HOMO-LUMO gap: 10.79 eV

=====

Computed, not measured: C4H5NO as an isolated structure, with ωB97M-V/def2-TZVPD.

The geometry in ORCA input format:
```
! wB97M-V def2-TZVPD RIJCOSX def2/J DEFGRID3
* xyz 0 1
N -0.30250 -1.52729 -1.08785
C -0.82935 -1.22175 -0.07947
C -0.92082 -0.23907 0.94911
C 0.56034 0.50929 0.39672
C 0.63538 0.20250 -1.06616
O 0.63067 1.79069 0.34280
H -0.80716 -0.58845 1.97688
H -1.77281 0.43326 0.82294
H 1.31988 -0.05093 0.98272
H 1.59471 -0.00505 -1.55288
H -0.10833 0.69682 -1.68479
*
```

Summary:
E_HOMO (alpha / beta): -9.15 / -9.15 eV
HOMO-LUMO gap (alpha / beta): 8.44 / 8.44 eV

=====

Computed, not measured: one molecule with the formula C4H5NO in a non-equilibrium geometry, with ωB97M-V/def2-TZVPD.

The geometry in ORCA input format:
```
! wB97M-V def2-TZVPD RIJCOSX def2/J DEFGRID3
* xyz 0 1
C -1.42561 0.12838 -0.45250
C -0.40987 -0.51036 0.46051
O -0.69065 -1.09054 1.48066
C 1.06231 -0.40928 0.01223
C 1.63502 0.87563 0.42016
N 2.07003 1.89550 0.74856
H -2.40072 0.16234 0.03634
H -1.50218 -0.47013 -1.36964
H -1.10977 1.13703 -0.74357
H 1.14823 -0.49805 -1.07696
H 1.62320 -1.22052 0.48422
*
```

Summary:
E_HOMO: -10.43 eV
Structure (SMILES): CC(=O)CC#N
HOMO-LUMO gap: 11.02 eV

=====

Computed, not measured: one molecule with the formula C4H5NO, with ωB97M-V/def2-TZVPD.

The geometry in ORCA input format:
```
! wB97M-V def2-TZVPD RIJCOSX def2/J DEFGRID3
* xyz 0 1
O 2.08081 -0.17036 -0.31339
C 0.73750 -0.06377 -0.07660
C -0.08552 -1.13751 -0.51825
N -1.36861 -0.97246 -0.46961
C -1.29590 0.97333 0.81670
C 0.07002 0.95119 0.54901
H 2.52326 0.60700 0.04348
H 0.41350 -2.05883 -0.84131
H -1.85255 -1.86673 -0.61746
H -1.74135 1.90858 0.40459
H 0.51885 1.82957 1.02284
*
```

Summary:
E_HOMO (alpha / beta): -7.59 / -7.59 eV
HOMO-LUMO gap (alpha / beta): 7.71 / 7.71 eV

=====

Computed, not measured: one molecule with the formula C4H5NO in a non-equilibrium geometry, with ωB97M-V/def2-TZVPD.

The geometry in ORCA input format:
```
! wB97M-V def2-TZVPD RIJCOSX def2/J DEFGRID3
* xyz 0 1
C 1.32477 0.29449 0.40908
C -0.02025 -0.44374 0.09381
C -0.67529 -1.06260 -1.19030
N -1.42658 -1.50547 -1.96767
C -1.08631 0.60208 0.09975
O -0.91815 1.66643 -0.43646
H 2.17931 -0.31812 0.15834
H 1.40966 1.26527 -0.08740
H 1.37879 0.53398 1.49654
H -0.18102 -1.22743 0.84680
H -1.98494 0.19511 0.57752
*
```

Summary:
E_HOMO: -10.49 eV
Structure (SMILES): C[C@H](C#N)C=O
HOMO-LUMO gap: 10.80 eV

=====

Computed, not measured: one molecule with the formula C4H5NO, with ωB97M-V/def2-TZVPD.

The geometry in ORCA input format:
```
! wB97M-V def2-TZVPD RIJCOSX def2/J DEFGRID3
* xyz 0 1
C -2.16101 -0.04399 0.04166
C -0.90535 0.65066 0.23237
C 0.26150 0.88927 0.46534
C 1.32884 -0.12987 0.40353
N 2.25018 0.09733 -0.56429
O 1.27380 -1.14744 1.06504
H -2.10558 -0.58693 -0.90875
H -3.03132 0.60870 0.04067
H -2.23874 -0.77899 0.85036
H 2.99664 -0.57137 -0.65309
H 2.33103 1.01262 -0.97284
*
```

Summary:
E_HOMO: -9.72 eV
Structure (SMILES): CC#CC(N)=O
HOMO-LUMO gap: 10.62 eV

=====

Computed, not measured: one molecule with the formula C4H5NO in a non-equilibrium geometry, with ωB97M-V/def2-TZVPD.

The geometry in ORCA input format:
```
! wB97M-V def2-TZVPD RIJCOSX def2/J DEFGRID3
* xyz 0 1
N 3.04625 -0.64411 0.51125
C 2.04719 -0.13363 0.23261
C 0.74558 0.50419 0.03727
C -0.36231 -0.52900 -0.16107
C -1.72401 0.11617 -0.12091
O -1.89753 1.29721 0.06125
H 0.54570 1.07837 0.94623
H 0.77750 1.22450 -0.78642
H -0.25254 -1.07096 -1.10916
H -0.32147 -1.29461 0.62558
H -2.58084 -0.57191 -0.26469
*
```

Summary:
E_HOMO: -10.56 eV
Structure (SMILES): N#CCCC=O
HOMO-LUMO gap: 11.25 eV

=====

Computed, not measured: a 3-piece molecular cluster, C4H5NO overall, with ωB97M-V/def2-TZVPD.

The geometry in ORCA input format:
```
! wB97M-V def2-TZVPD RIJCOSX def2/J DEFGRID3
* xyz 0 1
N 1.27043 -1.52283 -0.00333
C 0.35056 -0.94551 0.68279
O -0.47093 -1.14257 1.61663
C 0.07708 0.49432 0.41360
C -1.08763 0.91079 -0.26853
C -2.05901 1.28703 -0.87743
H 1.45901 -2.48926 0.23662
H 1.57874 -0.09887 -0.74925
H 0.50148 1.19926 1.12784
H 1.30685 0.70412 -0.76358
H -2.92659 1.60352 -1.41536
*
```

Summary:
E_HOMO (alpha / beta): -9.56 / -9.56 eV
HOMO-LUMO gap (alpha / beta): 8.03 / 8.03 eV

=====

Computed, not measured: one molecule with the formula C4H5NO in a non-equilibrium geometry, with ωB97M-V/def2-TZVPD.

The geometry in ORCA input format:
```
! wB97M-V def2-TZVPD RIJCOSX def2/J DEFGRID3
* xyz 0 1
N -1.30985 -1.30948 -2.08486
C -0.90128 -0.92970 -1.06970
C -0.09152 -0.44434 0.03729
O 0.69903 -1.42242 0.63363
C 0.47524 0.93079 -0.23129
C -0.39946 0.69253 0.96257
H 1.22878 -1.84694 -0.05397
H 1.54983 1.04089 -0.15355
H 0.00384 1.45609 -1.05759
H 0.09641 0.56892 1.92207
H -1.37719 1.15919 1.00564
*
```

Summary:
E_HOMO: -10.41 eV
Structure (SMILES): N#CC1(O)CC1
HOMO-LUMO gap: 11.21 eV

=====

Computed, not measured: one molecule with the formula C4H5NO, with ωB97M-V/def2-TZVPD.

The geometry in ORCA input format:
```
! wB97M-V def2-TZVPD RIJCOSX def2/J DEFGRID3
* xyz 0 1
C -1.81951 0.23700 -0.28284
C -0.54792 -0.09377 -0.47598
C 0.68659 0.71305 -0.56854
C 1.55174 0.05187 0.19705
N 1.01063 -1.20419 0.63417
O -0.12871 -1.38305 -0.21098
H -2.15599 1.26217 -0.36596
H -2.50504 -0.53762 0.04593
H 0.81836 1.66197 -1.07032
H 2.53492 0.32671 0.55685
H 0.55492 -1.03414 1.54063
*
```

Summary:
E_HOMO: -8.66 eV
Structure (SMILES): C=C1C=CNO1
HOMO-LUMO gap: 9.69 eV

=====

Computed, not measured: one molecule with the formula C4H5NO in a non-equilibrium geometry, with ωB97M-V/def2-TZVPD.

The geometry in ORCA input format:
```
! wB97M-V def2-TZVPD RIJCOSX def2/J DEFGRID3
* xyz 0 1
C -0.92977 1.86188 0.45921
C 0.05780 1.05576 0.21584
C 0.95100 0.29597 -0.35256
C 0.79547 -1.18127 -0.38620
N -0.32932 -1.66655 0.22466
O 1.66760 -1.89423 -0.84613
H -1.15262 2.33787 -0.48678
H -1.29493 2.19390 1.42531
H 1.85112 0.72313 -0.77893
H -0.48970 -2.65596 0.13330
H -1.12663 -1.07049 0.39228
*
```

Summary:
E_HOMO: -9.67 eV
Structure (SMILES): C=C=CC(N)=O
HOMO-LUMO gap: 10.25 eV

=====

Computed, not measured: one molecule with the formula C4H5NO, with ωB97M-V/def2-TZVPD.

The geometry in ORCA input format:
```
! wB97M-V def2-TZVPD RIJCOSX def2/J DEFGRID3
* xyz 0 1
C -0.76175 -2.37711 0.68183
C -1.04800 -1.24763 0.36898
C -1.03763 0.19452 0.10641
O -1.66419 0.99352 0.76189
N -0.10059 0.55259 -0.87196
C 1.10015 1.17620 -0.31542
H -0.52230 -3.37092 0.99465
H 0.17540 -0.24814 -1.42914
H 1.70320 1.59586 -1.12006
H 1.70671 0.43214 0.22000
H 0.81709 1.96487 0.38024
*
```

Summary:
E_HOMO: -9.96 eV
Structure (SMILES): C#CC(=O)NC
HOMO-LUMO gap: 10.47 eV

=====

Computed, not measured: a 2-piece molecular cluster, C4H5NO overall in a non-equilibrium geometry, with ωB97M-V/def2-TZVPD.

The geometry in ORCA input format:
```
! wB97M-V def2-TZVPD RIJCOSX def2/J DEFGRID3
* xyz 0 1
C 0.87752 -0.45472 0.66008
C -0.40353 -0.76115 0.40719
C -0.76777 -1.51772 -0.75382
N -1.02889 -2.13591 -1.69757
H 1.68124 -0.76093 -0.00435
H 1.15278 0.12442 1.53787
H -1.20254 -0.44495 1.07183
C -0.03144 1.49685 -0.34145
O -0.64295 2.15468 0.45861
H 1.05722 1.26819 -0.24375
H -0.42763 1.05272 -1.27588
*
```

Summary:
E_HOMO: -10.03 eV
Structure (SMILES): C=CC#N.C=O
HOMO-LUMO gap: 10.11 eV

=====

Computed, not measured: one molecule with the formula C4H5NO in a non-equilibrium geometry, with ωB97M-V/def2-TZVPD.

The geometry in ORCA input format:
```
! wB97M-V def2-TZVPD RIJCOSX def2/J DEFGRID3
* xyz 0 1
N -2.30436 -0.71534 0.91109
C -1.34768 -0.56098 0.25769
C -0.02363 -0.61363 -0.27305
O 0.79890 -1.59852 0.24330
C 0.70370 0.52851 -0.87819
C -0.02206 1.03180 0.29177
H 0.25020 -2.32445 0.57769
H 1.76946 0.42116 -0.69369
H 0.44337 0.86902 -1.87064
H 0.41581 1.14421 1.26870
H -0.87530 1.68506 0.09011
*
```

Summary:
E_HOMO: -8.60 eV
Structure (SMILES): N#CC1(O)CC1
HOMO-LUMO gap: 9.45 eV

=====

Computed, not measured: one molecule with the formula C4H5NO in a non-equilibrium geometry, with ωB97M-V/def2-TZVPD.

The geometry in ORCA input format:
```
! wB97M-V def2-TZVPD RIJCOSX def2/J DEFGRID3
* xyz 0 1
N -2.20901 -2.24014 0.25863
C -1.38219 -1.45951 0.46986
C -0.32167 -0.47710 0.70521
C -0.06203 0.39265 -0.52781
C 1.29025 1.06191 -0.46527
O 2.08867 0.88347 0.42261
H -0.59639 0.14349 1.56406
H 0.59707 -1.00201 0.98446
H -0.09606 -0.20406 -1.44909
H -0.83239 1.16513 -0.64797
H 1.52374 1.73618 -1.31468
*
```

Summary:
E_HOMO: -10.57 eV
Structure (SMILES): N#CCCC=O
HOMO-LUMO gap: 11.25 eV

=====

Computed, not measured: one molecule with the formula C4H5NO in a non-equilibrium geometry, with ωB97M-V/def2-TZVPD.

The geometry in ORCA input format:
```
! wB97M-V def2-TZVPD RIJCOSX def2/J DEFGRID3
* xyz 0 1
C 0.88064 -0.44604 0.77504
C -0.29051 0.38826 0.22195
C -1.51150 -0.42189 0.25432
N -2.40201 -1.15305 0.14956
C 0.00612 0.69734 -1.25410
O 0.96756 1.32365 -1.61093
H 0.56944 -1.04736 1.63169
H 1.20250 -1.11986 -0.02636
H 1.71981 0.18998 1.06247
H -0.42343 1.33491 0.76144
H -0.71862 0.25407 -1.96506
*
```

Summary:
E_HOMO: -10.64 eV
Structure (SMILES): C[C@H](C#N)C=O
HOMO-LUMO gap: 11.06 eV

=====

Computed, not measured: one molecule with the formula C4H5NO in a non-equilibrium geometry, with ωB97M-V/def2-TZVPD.

The geometry in ORCA input format:
```
! wB97M-V def2-TZVPD RIJCOSX def2/J DEFGRID3
* xyz 0 1
O -2.10775 1.53461 0.07324
C -1.10644 0.82724 -0.00405
N -0.35045 0.87460 1.12267
C 1.11712 -0.68384 0.50987
C 0.67070 -0.56578 -0.83129
C -0.50603 0.04887 -1.10084
H -0.92506 0.72859 1.96676
H 0.62218 -1.17569 1.31278
H 2.19521 -0.77234 0.65593
H 1.34677 -0.88619 -1.62147
H -0.95625 0.06993 -2.08360
*
```

Summary:
E_HOMO (alpha / beta): -8.92 / -9.03 eV
HOMO-LUMO gap (alpha / beta): 7.90 / 7.95 eV

=====

Computed, not measured: C4H5NO as an isolated structure in a non-equilibrium geometry, with ωB97M-V/def2-TZVPD.

The geometry in ORCA input format:
```
! wB97M-V def2-TZVPD RIJCOSX def2/J DEFGRID3
* xyz 0 1
N 3.04439 0.42114 1.19773
C 2.07760 0.38618 0.55661
C 0.88211 0.31560 -0.22983
C -0.38934 0.25272 0.44411
C -1.50507 -0.15851 -0.40293
O -0.81320 -1.35570 -0.00220
H 0.29263 -1.03499 -0.42914
H 0.90537 0.84740 -1.18025
H -0.52647 0.33168 1.51798
H -2.51394 -0.12645 0.00134
H -1.44945 0.06953 -1.46809
*
```

Summary:
E_HOMO: -9.09 eV
HOMO-LUMO gap: 9.67 eV

=====

Sequential relative energy (zero: lowest compared OMol25 entry of this formula, charge and spin) output: 68.5; 50.5; 87.1; 105.4; 10.0; 104.8; 41.3; 46.8; 13.8; 140.5; 35.9; 73.9; 33.2; 51.7; 61.4; 76.0; 13.8; 19.0; 79.7; 94.2 kcal per mole